1.
C32H88F2LiN9O12S2 as an isolated structure in a non-equilibrium geometry. Source: the Open Molecules 2025 dataset; level of theory: ωB97M-V/def2-TZVPD.

## Properties
F_max = 7.83 eV/A
E_tot = -3671.02096 hartree
LUMO level = -0.6382 eV
Frontier orbital gap = 7.90 eV

ORCA input file:
```
! RIJCOSX wB97M-V def2-TZVPD def2/J DEFGRID3
* xyz 0 1
Li -3.19 1.40 -1.75
N -0.61 1.00 -0.17
S -0.19 0.54 1.26
O -0.21 1.55 2.28
O 0.65 -0.60 1.44
F -1.61 -0.12 1.61
S 1.08 1.01 -0.63
O 1.58 -0.29 -1.10
O 1.98 1.83 0.18
F 0.86 1.76 -2.03
C 4.51 -0.86 5.86
C 3.65 0.42 5.88
C 3.31 0.94 7.30
O 4.55 1.07 8.03
C 4.37 1.52 9.37
N 4.48 1.42 5.18
H 4.64 -1.44 4.95
H 4.24 -1.59 6.62
H 5.56 -0.65 6.05
H 2.72 0.28 5.32
H 2.68 0.23 7.85
H 2.86 1.93 7.25
H 3.75 2.41 9.33
H 5.30 1.80 9.86
H 3.80 0.70 9.80
H 4.87 1.93 5.96
H 3.93 2.04 4.60
C 0.58 -2.54 11.25
C -0.01 -3.59 10.28
C -0.14 -3.19 8.79
O -0.90 -2.01 8.68
C -1.09 -1.68 7.31
N 0.80 -4.76 10.43
H 0.26 -1.56 10.90
H 1.67 -2.49 11.24
H 0.25 -2.79 12.26
H -1.05 -3.82 10.48
H -0.72 -3.94 8.27
H 0.93 -3.16 8.55
H -1.68 -0.78 7.17
H -1.76 -2.41 6.86
H -0.16 -1.54 6.74
H 0.80 -5.00 11.41
H 0.31 -5.45 9.88
C 2.89 -8.90 -4.94
C 2.00 -7.64 -4.86
C 1.68 -6.83 -6.20
O 1.24 -5.53 -5.87
C 2.27 -4.65 -5.24
N 0.74 -8.10 -4.26
H 2.89 -9.35 -3.95
H 3.91 -8.57 -5.15
H 2.51 -9.63 -5.65
H 2.57 -7.04 -4.14
H 0.78 -7.24 -6.65
H 2.52 -6.72 -6.89
H 2.83 -5.12 -4.44
H 1.85 -3.73 -4.83
H 3.06 -4.44 -5.97
H 0.15 -7.31 -4.04
H 0.89 -8.61 -3.40
C -2.73 5.49 -2.99
C -3.66 4.78 -3.98
C -4.01 5.49 -5.29
O -5.06 4.86 -6.00
C -5.67 5.81 -6.85
N -3.18 3.44 -4.29
H -3.30 6.26 -2.46
H -1.83 6.02 -3.31
H -2.39 4.75 -2.27
H -4.61 4.67 -3.46
H -3.13 5.51 -5.94
H -4.34 6.48 -4.97
H -4.96 6.29 -7.53
H -6.19 6.57 -6.27
H -6.40 5.33 -7.51
H -2.22 3.42 -4.60
H -3.63 3.03 -5.09
C 1.11 2.97 -8.13
C 0.88 2.05 -9.34
C 0.18 2.73 -10.58
O -0.97 3.39 -10.11
C -1.63 4.05 -11.11
N 2.21 1.53 -9.73
H 1.65 2.50 -7.31
H 0.22 3.25 -7.56
H 1.64 3.91 -8.26
H 0.24 1.24 -8.99
H -0.08 2.00 -11.35
H 0.84 3.48 -11.02
H -1.23 5.06 -11.25
H -2.66 4.27 -10.83
H -1.65 3.62 -12.11
H 2.64 1.24 -8.86
H 2.05 0.65 -10.20
C -3.03 -5.95 2.11
C -1.87 -6.66 1.46
C -0.57 -5.78 1.58
O 0.45 -6.53 0.89
C 1.56 -5.70 0.44
N -1.63 -7.97 2.01
H -2.82 -5.79 3.16
H -3.99 -6.46 2.02
H -3.26 -5.03 1.58
H -2.09 -6.79 0.41
H -0.21 -5.63 2.60
H -0.66 -4.81 1.08
H 1.28 -4.97 -0.32
H 2.38 -6.30 0.04
H 1.91 -5.09 1.27
H -2.07 -8.69 1.46
H -0.65 -8.16 1.84
C 3.93 7.15 6.28
C 4.68 7.53 5.04
C 3.79 8.30 4.07
O 2.73 7.64 3.38
C 3.16 6.47 2.61
N 5.86 8.28 5.37
H 3.84 8.04 6.90
H 4.53 6.43 6.84
H 2.99 6.68 6.00
H 4.95 6.56 4.60
H 4.38 8.73 3.26
H 3.41 9.19 4.56
H 2.40 6.19 1.88
H 3.22 5.72 3.39
H 4.15 6.63 2.18
H 6.32 8.01 6.23
H 5.54 9.21 5.59
C -6.79 1.08 -3.51
C -6.44 0.21 -2.28
C -5.68 -1.10 -2.63
O -4.34 -0.89 -3.05
C -3.71 -2.13 -3.38
N -5.77 1.02 -1.25
H -7.09 2.10 -3.26
H -7.53 0.59 -4.14
H -5.98 1.13 -4.24
H -7.34 -0.08 -1.75
H -6.19 -1.74 -3.34
H -5.65 -1.75 -1.75
H -3.67 -2.78 -2.51
H -2.70 -2.07 -3.79
H -4.32 -2.59 -4.16
H -5.61 0.58 -0.36
H -6.42 1.77 -1.10
*
```

Mulliken atomic charge list, values in e, 2 entries: atom 1 (Li): 0.802, atom 2 (N): -0.161

=====

2.
C17H23N6O5ReS as an isolated structure in a non-equilibrium geometry. Source: the Open Molecules 2025 dataset; level of theory: ωB97M-V/def2-TZVPD.

## Properties
ΔE to the lowest compared entry with this formula, charge and spin = 0.2582 eV
F_max = 1.09 eV/A
E_tot = -1841.81102 hartree
LUMO level (alpha / beta) = -11.6576 / -12.2312 eV
⟨S²⟩ = 3.769
Frontier orbital gap (alpha / beta) = 5.45 / 4.88 eV

ORCA input file:
```
! RIJCOSX wB97M-V def2-TZVPD def2/J DEFGRID3
* xyz 3 4
Re -0.42 -1.16 1.90
C -1.29 -4.82 1.36
C -1.93 -3.67 0.66
N -1.61 -2.36 0.75
C -2.45 -1.64 -0.11
C -3.25 -2.52 -0.74
N -2.91 -3.76 -0.24
C -4.37 -2.46 -1.75
O -4.71 -1.28 -2.23
O -4.89 -3.50 -2.02
C -2.13 -0.23 -0.26
O -2.69 0.56 -0.94
O -1.01 0.06 0.49
H -0.45 -4.49 1.97
H -0.91 -5.54 0.63
H -2.01 -5.34 1.99
H -3.37 -4.61 -0.57
H -4.15 -0.54 -1.94
C 1.01 2.05 3.09
C 1.98 2.81 2.17
C 2.84 1.93 1.27
N 2.14 1.36 0.08
C 1.66 0.17 -0.10
S 1.77 -1.04 1.23
N 1.08 -0.28 -1.21
C 0.46 0.50 -2.33
O -0.63 0.10 -2.62
C 1.22 1.59 -2.92
C 0.50 2.62 -3.54
C 1.18 3.63 -4.18
C 2.57 3.59 -4.26
C 3.29 2.55 -3.67
C 2.62 1.55 -3.00
H 0.49 2.74 3.76
H 1.58 1.34 3.71
H 0.24 1.54 2.50
H 2.66 3.38 2.80
H 1.43 3.53 1.56
H 3.29 1.12 1.84
H 3.66 2.52 0.86
H 2.04 1.99 -0.72
H 0.69 -1.20 -1.16
H -0.58 2.60 -3.53
H 0.63 4.45 -4.63
H 3.10 4.37 -4.79
H 4.37 2.52 -3.74
H 3.17 0.70 -2.60
N -1.64 -1.18 3.77
N -0.23 -1.32 4.03
H -2.05 -0.34 4.18
H -2.17 -1.99 4.08
H 0.02 -2.11 4.62
H 0.16 -0.48 4.47
*
```

natural (NBO) atomic charge list, values in e, 2 entries: atom 1 (Re): 1.549, atom 2 (C): -0.685

=====

3.
A 2-piece molecular cluster, C16H32NO12S2 overall in a non-equilibrium geometry. Source: the Open Molecules 2025 dataset; level of theory: ωB97M-V/def2-TZVPD.

## Properties
F_max = 1.14 eV/A
E_tot = -2382.74326 hartree
LUMO level = 2.2264 eV
Frontier orbital gap = 7.00 eV

ORCA input file:
```
! RIJCOSX wB97M-V def2-TZVPD def2/J DEFGRID3
* xyz -1 1
C -2.61 1.98 -5.96
O -1.25 2.16 -5.69
C -0.80 1.46 -4.54
C 0.42 2.15 -3.94
C 0.50 1.99 -2.41
C 1.84 2.50 -1.85
C 2.78 1.44 -1.23
C 3.17 1.67 0.25
C 2.54 0.76 1.34
C 1.33 1.41 2.07
C 0.36 0.37 2.68
C -1.06 0.31 2.13
S -2.12 1.71 2.68
C -1.66 3.08 1.67
O -1.78 2.01 4.05
O -3.48 1.36 2.35
O -1.12 0.45 0.70
S -1.36 -1.01 0.05
O -0.11 -1.69 0.09
O -2.15 -0.93 -1.12
O -2.35 -1.45 1.22
C -1.83 -1.02 2.47
O -0.97 -1.91 3.08
C -1.52 -3.22 3.23
C -0.60 -4.34 2.66
C -1.13 -4.93 1.35
O 0.70 -3.84 2.54
H -2.89 0.92 -5.91
H -2.82 2.36 -6.96
H -3.23 2.52 -5.23
H -0.58 0.42 -4.80
H -1.61 1.46 -3.80
H 0.35 3.20 -4.21
H 1.33 1.73 -4.37
H 0.39 0.93 -2.18
H -0.35 2.50 -1.95
H 2.36 2.97 -2.70
H 1.67 3.31 -1.13
H 3.71 1.40 -1.81
H 2.35 0.44 -1.33
H 2.97 2.72 0.50
H 4.25 1.51 0.32
H 3.30 0.57 2.10
H 2.25 -0.20 0.93
H 0.85 2.09 1.37
H 1.73 2.00 2.90
H 0.77 -0.63 2.55
H 0.24 0.54 3.76
H -2.43 3.82 1.89
H -1.67 2.81 0.62
H -0.68 3.45 1.99
H -2.67 -0.84 3.14
H -2.51 -3.24 2.77
H -1.65 -3.40 4.30
H -0.58 -5.14 3.41
H -0.84 -5.98 1.26
H -0.69 -4.41 0.49
H -2.22 -4.88 1.28
H 1.14 -4.16 1.74
N 3.00 -3.31 -0.21
O 3.85 -2.46 0.11
O 2.53 -3.34 -1.36
O 2.62 -4.15 0.64
*
```

natural (NBO) atomic charge list, values in e, 2 entries: atom 1 (C): -0.243, atom 2 (O): -0.550

=====

4.
A 2-piece molecular cluster, C4H10ClN overall in a non-equilibrium geometry. Source: the Open Molecules 2025 dataset; level of theory: ωB97M-V/def2-TZVPD.

## Properties
ΔE to the lowest compared entry with this formula, charge and spin = 3.2096 eV
F_max = 4.12 eV/A
E_tot = -673.24149 hartree
LUMO level = 0.9016 eV
SMILES = C=CC.CNCl
Frontier orbital gap = 10.04 eV

ORCA input file:
```
! RIJCOSX wB97M-V def2-TZVPD def2/J DEFGRID3
* xyz 0 1
C 0.71 -0.07 1.29
C 1.26 0.63 0.31
C 1.94 0.25 -1.04
H 0.62 0.44 2.20
H 0.54 -1.16 1.17
H 1.83 1.46 0.56
H 2.98 -0.21 -0.94
H 1.32 -0.40 -1.70
H 2.11 1.13 -1.57
C -2.21 0.26 -1.59
N -2.09 -0.18 -0.20
Cl -2.88 0.97 0.80
H -3.17 0.11 -1.87
H -1.84 1.29 -1.70
H -1.48 -0.34 -2.12
H -1.12 -0.13 0.04
*
```

natural (NBO) atomic charge list, values in e, 2 entries: atom 1 (C): -0.411, atom 2 (C): -0.178

=====

5.
A 2-piece molecular cluster, C4H13N3O2 overall in a non-equilibrium geometry. Source: the Open Molecules 2025 dataset; level of theory: ωB97M-V/def2-TZVPD.

## Properties
ΔE to the lowest compared entry with this formula, charge and spin = 1.3136 eV
F_max = 2.81 eV/A
E_tot = -474.92866 hartree
LUMO level = 0.8918 eV
SMILES = N[C@@H](O)C(N)(N)O.C=C
Frontier orbital gap = 10.36 eV

ORCA input file:
```
! RIJCOSX wB97M-V def2-TZVPD def2/J DEFGRID3
* xyz 0 1
N -1.33 1.57 -1.31
C -0.70 0.33 -0.91
O 0.62 0.55 -0.49
C -1.55 -0.33 0.21
N -0.92 -1.58 0.55
N -1.59 0.47 1.43
O -2.86 -0.52 -0.27
H -0.89 1.92 -2.15
H -1.19 2.26 -0.59
H -0.71 -0.35 -1.78
H 0.96 -0.11 0.24
H -1.13 -2.26 -0.18
H -1.34 -1.93 1.41
H -2.20 1.27 1.31
H -0.65 0.78 1.66
H -3.09 0.26 -0.78
C 3.21 -0.33 -0.38
C 2.92 -0.42 0.93
H 3.63 0.57 -0.81
H 2.94 -1.12 -1.07
H 3.24 0.33 1.63
H 2.61 -1.36 1.36
*
```

natural (NBO) atomic charge list, values in e, 2 entries: atom 1 (N): -0.861, atom 2 (C): 0.203

=====

6.
C10H22LiO4 as an isolated structure in a non-equilibrium geometry. Source: the Open Molecules 2025 dataset; level of theory: ωB97M-V/def2-TZVPD.

## Properties
ΔE to the lowest compared entry with this formula, charge and spin = 1.9465 eV
F_max = 2.94 eV/A
E_tot = -702.65235 hartree
LUMO level = 2.6965 eV
Frontier orbital gap = 5.14 eV

ORCA input file:
```
! RIJCOSX wB97M-V def2-TZVPD def2/J DEFGRID3
* xyz -1 1
Li 8.62 -31.35 4.24
C 9.59 -31.95 1.45
O 10.02 -31.54 2.70
H 8.82 -32.72 1.47
H 9.20 -31.09 0.90
H 10.38 -32.46 0.90
C 10.09 -32.05 7.02
O 10.22 -31.94 5.67
H 10.76 -31.46 7.65
H 9.10 -31.73 7.34
H 10.15 -33.08 7.37
C 5.24 -33.30 5.24
C 5.14 -33.34 3.73
C 6.40 -32.70 3.18
O 6.84 -31.97 4.30
C 5.92 -31.95 5.38
H 5.93 -34.11 5.45
H 4.35 -33.44 5.86
H 4.29 -32.77 3.36
H 4.80 -34.31 3.37
H 6.16 -32.02 2.36
H 7.13 -33.45 2.86
H 5.23 -31.11 5.31
H 6.33 -31.84 6.38
C 8.95 -27.13 4.72
C 7.49 -27.16 5.20
C 7.02 -28.38 4.39
O 8.07 -29.31 4.49
C 9.28 -28.56 4.38
H 9.47 -26.65 5.54
H 9.10 -26.48 3.85
H 6.95 -26.24 5.01
H 7.53 -27.38 6.26
H 6.83 -28.16 3.33
H 6.10 -28.89 4.68
H 9.58 -28.62 3.33
H 10.01 -29.05 5.02
*
```

natural (NBO) atomic charge list, values in e, 2 entries: atom 1 (Li): 0.879, atom 2 (C): -0.220